Here is the ion C8H11N5 with charge +2 from OMol25. Energies are from the ωB97M-V functional and the def2-TZVPD basis.

XYZ file:
```
24
Properties=species:S:1:pos:R:3:forces:R:3:lowdin_charge:R:1
C -2.679189 -1.109794 0.256949 1.0 -1.6 -1.3 0.03
N -2.058049 0.158321 0.143112 2.0 0.0 -0.1 -0.08
C -2.587842 1.326649 0.478738 -2.2 2.3 0.5 -0.10
N -1.809363 2.383626 0.291540 0.0 1.1 -0.3 0.16
C -0.642569 1.859285 -0.154920 -1.9 -3.7 1.6 -0.16
C -0.778301 0.461568 -0.159594 0.7 2.3 0.3 -0.12
C 0.492800 0.268567 -0.961850 -1.4 -2.1 -1.1 -0.08
C 1.512025 -0.558129 -0.270213 0.9 0.4 0.9 -0.15
N 1.526736 -1.857738 -0.276414 -0.2 0.2 -0.7 0.30
N 2.418610 0.120923 0.551900 1.9 -0.6 -1.2 0.18
C 2.577260 1.503326 0.646256 -0.6 -2.4 1.9 0.03
N 1.772329 2.221163 0.003137 -1.0 0.6 -1.0 0.20
C 0.664155 1.772231 -0.857169 0.1 2.1 -3.4 -0.12
H -1.859052 -1.890248 -0.082718 -2.2 1.2 1.2 0.14
H -3.119372 -1.157001 1.236441 0.2 -0.9 0.5 0.11
H -3.486795 -1.084590 -0.452016 -0.4 -0.6 -0.4 0.10
H -3.657921 1.400412 0.832860 1.5 -0.1 -0.3 0.19
H 0.112584 -0.139289 -1.948758 1.5 0.4 0.6 0.21
H 0.895023 -2.395745 -0.869666 0.0 0.4 0.0 0.17
H 2.212321 -2.442321 0.175913 0.3 0.1 0.5 0.17
H 3.333411 -0.325112 0.757972 -1.1 -0.3 0.2 0.20
H 3.189488 1.776338 1.546789 -0.3 0.4 -1.4 0.21
H 1.515975 3.114948 0.324572 0.6 2.0 0.5 0.18
H 0.662030 2.311604 -1.939189 0.6 -1.1 2.6 0.24
```
Forces are in eV/Å.

Computed properties:
M: 177.21 g mol⁻¹
Net charge: +2
Structure (SMILES): Cn1cnc2c1[C@@H]1C(=[NH2+])[NH+]=CN[C@H]21
Energy: -15904.891 eV
HOMO: -16.2565 eV
HOMO-LUMO gap: 0.257 hartree

=====

Here is a structure of composition C4H5NO2 from OMol25. Energies are from the ωB97M-V functional and the def2-TZVPD basis.

XYZ file:
```
12
Properties=species:S:1:pos:R:3:forces:R:3:lowdin_charge:R:1
N 1.185979 -0.744420 0.928564 0.0 0.0 0.1 0.11
C 0.117868 -0.236650 0.164003 0.1 0.1 0.0 -0.35
C 0.399985 0.442301 -1.173206 0.0 0.0 -0.2 0.01
C -0.354950 1.179901 -0.147542 0.2 0.2 0.0 -0.16
O -1.735986 0.752342 -0.172466 -0.1 -0.1 0.1 0.06
C -1.358639 -0.500122 0.290586 -0.2 -0.5 0.3 -0.40
O -2.051023 -1.347535 0.762042 0.3 0.4 -0.4 0.15
H 1.604797 -1.566431 0.506622 -0.1 0.1 0.1 0.09
H 0.929367 -0.948911 1.886526 0.0 0.0 -0.1 0.09
H 1.448540 0.724202 -1.252899 -0.2 -0.1 0.0 0.12
H -0.072654 0.113717 -2.094209 0.0 0.1 0.2 0.12
H -0.135293 2.138431 0.306864 0.0 -0.2 0.0 0.16
```
Forces are in eV/Å.

Computed properties:
M: 99.09 g mol⁻¹
Energy: -9812.446 eV
HOMO: -9.6225 eV
HOMO-LUMO gap: 0.387 hartree

=====

Here is a structure of composition C73H53Cl4GeN8SZr from OMol25. Energies are from the ωB97M-V functional and the def2-TZVPD basis.

XYZ file:
```
141
Properties=species:S:1:pos:R:3:forces:R:3:lowdin_charge:R:1
Zr 0.001732 -1.161482 -0.161199 -0.6 -2.2 0.6 1.60
Cl 6.364569 -5.109358 0.939992 0.1 0.0 0.0 0.61
C 4.698139 -4.585772 0.991891 -0.1 0.0 0.0 -0.71
C 4.317715 -3.582380 1.867601 0.1 0.0 0.0 -0.12
C 2.999060 -3.165547 1.902913 -0.2 -0.1 -0.1 -0.02
C 2.025151 -3.719995 1.047027 0.4 -0.3 0.1 -0.18
C 2.452842 -4.745203 0.178045 -0.1 0.2 0.1 -0.03
C 3.762942 -5.179752 0.157882 0.1 -0.1 0.0 -0.13
C 0.657889 -3.261756 1.019637 -0.3 1.3 -0.5 -0.19
C -0.399167 -3.817871 0.161542 -0.2 -0.3 0.2 -0.30
C -0.988952 -4.978497 -0.346139 0.4 0.0 0.1 -0.04
C -2.211470 -4.587998 -0.946286 -0.3 0.3 -0.1 -0.06
C -2.341395 -3.201191 -0.789100 0.0 -0.3 0.0 -0.25
C -3.366903 -2.200120 -0.922286 0.1 0.6 0.4 -0.09
C -4.702321 -2.546503 -1.433408 -0.1 -0.1 0.0 -0.18
C -5.345631 -3.716970 -1.018060 0.0 0.1 0.0 -0.02
C -6.598227 -4.059847 -1.498193 0.0 0.0 0.0 -0.11
C -7.221896 -3.228175 -2.413990 0.1 0.0 0.1 -0.68
Cl -8.774698 -3.675070 -3.061766 -0.1 0.0 0.0 0.63
C -6.624685 -2.048282 -2.823608 -0.1 0.0 0.0 -0.11
C -5.373690 -1.713129 -2.330862 0.1 0.0 0.0 -0.03
C -3.158336 -0.964635 -0.322242 0.0 -0.8 -0.3 -0.23
N -1.946256 -0.493973 0.189934 -0.8 0.8 0.1 -0.08
C -2.235741 0.479248 1.135226 0.4 0.3 0.4 -0.25
C -1.338036 1.095883 1.954044 -0.1 0.1 -0.4 -0.05
C -1.926431 1.902418 3.054730 0.3 0.1 0.1 -0.19
C -2.830978 1.299204 3.928598 0.2 0.0 0.1 -0.05
C -3.340385 1.978116 5.026409 -0.1 0.0 0.0 -0.11
C -2.950384 3.285812 5.243974 0.0 -0.1 -0.1 -0.68
Cl -3.539306 4.127684 6.649868 -0.1 0.1 0.1 0.63
C -2.090394 3.928589 4.369280 0.0 0.1 -0.1 -0.10
C -1.579317 3.239597 3.280753 -0.2 -0.2 0.0 -0.01
C 0.199727 1.184850 1.748351 -0.9 -0.2 0.7 -0.33
C 1.254081 -0.087643 1.850918 0.0 0.0 0.0 -0.19
C 1.922698 0.666190 2.991015 -0.2 -0.3 0.0 -0.14
C 0.870581 1.749319 3.028257 0.0 0.6 -0.4 -0.03
N 0.293210 2.026373 0.578706 0.2 0.3 -0.2 0.10
C 0.808706 0.517468 4.028333 0.0 0.2 -0.4 -0.22
C 0.087148 -0.747650 3.674378 0.2 -0.1 0.2 -0.14
C -0.858915 -1.677542 4.054351 -0.1 0.0 0.1 -0.02
C -0.869767 -2.705757 3.073046 0.1 0.1 0.1 0.00
C 0.082107 -2.417338 2.106284 -0.1 -0.9 0.5 -0.27
N 0.620239 -1.201221 2.501159 0.1 -0.2 0.2 -0.03
C 0.986082 0.949809 5.425506 0.0 0.0 0.1 -0.14
C 0.052500 0.632420 6.409558 0.0 -0.1 -0.1 -0.01
C 0.166857 1.122154 7.701348 0.0 0.0 0.1 -0.11
C 1.236731 1.935558 8.024609 0.0 -0.1 -0.1 -0.68
Cl 1.388276 2.560739 9.645740 0.0 0.0 0.1 0.62
C 2.185655 2.265772 7.071057 0.0 0.0 0.0 -0.11
C 2.050191 1.779633 5.782729 0.1 0.0 0.0 -0.02
C -3.673930 0.707294 1.124195 -0.5 -0.2 -0.4 0.00
C -4.213810 -0.121977 0.208152 0.0 0.4 0.3 -0.01
N -1.218043 -2.781945 -0.154281 -0.4 -0.9 -0.6 -0.14
H 5.047795 -3.133521 2.529115 0.0 0.0 0.0 0.10
H 2.708007 -2.404991 2.616494 0.0 0.0 0.0 0.11
H 1.729820 -5.193128 -0.489621 0.0 0.0 0.0 0.10
H 4.069230 -5.975117 -0.509741 0.0 0.0 0.0 0.10
H -0.624977 -5.991958 -0.264632 0.0 0.0 0.0 0.09
H -2.930224 -5.246831 -1.409733 0.0 0.0 0.0 0.09
H -4.859666 -4.342534 -0.281485 0.0 0.0 0.0 0.11
H -7.090777 -4.961092 -1.158453 0.0 0.0 0.0 0.10
H -7.133340 -1.406708 -3.530787 0.0 0.0 0.0 0.10
H -4.894089 -0.794397 -2.648361 0.0 0.0 0.0 0.12
H -3.106650 0.266240 3.758067 0.0 0.0 0.1 0.12
H -4.011214 1.488290 5.720615 0.0 0.0 0.0 0.10
H -1.816180 4.960733 4.542793 0.0 0.0 0.0 0.10
H -0.921124 3.738461 2.588519 0.2 0.0 0.0 0.10
H 1.874482 -0.377607 0.993079 0.1 0.0 -0.1 0.09
H 2.987321 0.634031 3.211892 0.0 0.1 0.0 0.13
H -1.472587 -1.662118 4.940002 0.0 0.0 0.0 0.09
H -1.468812 -3.602976 3.100530 0.1 0.0 0.0 0.11
H -0.793669 0.008089 6.161546 0.0 0.0 0.0 0.09
H -0.573146 0.880024 8.452651 0.0 0.0 0.0 0.10
H 3.012935 2.909765 7.338478 0.0 0.0 0.0 0.10
H 2.773446 2.069422 5.031219 0.0 0.0 0.0 0.11
H -4.181867 1.450101 1.717068 0.0 -0.1 0.0 0.11
H -5.258054 -0.217136 -0.044416 0.0 0.0 0.0 0.11
C -0.910860 -3.861715 -5.540770 0.0 0.1 0.1 -0.09
C -1.362348 -3.502294 -4.127797 0.1 -0.1 -0.1 -0.27
N -0.252357 -3.463677 -3.202549 0.2 0.1 -0.1 0.01
C 0.260981 -2.377687 -2.598052 0.0 0.3 -0.6 -0.78
S -0.554300 -0.843761 -2.727821 0.1 0.1 0.4 0.73
N 1.392000 -2.576560 -1.949869 -0.2 -0.5 0.4 -0.03
N 1.920863 -1.511391 -1.249863 1.7 0.4 -0.7 -0.10
C 3.220336 -1.462936 -1.237095 -0.6 -0.5 -0.4 -0.22
C 4.033661 -2.488463 -1.959960 0.1 0.0 -0.2 -0.01
C 3.969059 -0.388579 -0.562956 0.2 0.6 0.4 -0.22
C 5.323030 -0.550024 -0.254899 -0.1 -0.3 -0.1 -0.01
C 6.005130 0.480863 0.363529 0.1 0.1 0.1 -0.05
C 5.334131 1.654427 0.667467 0.0 -0.1 0.0 -0.05
C 3.993600 1.735898 0.325053 -0.2 0.1 0.0 -0.12
N 3.337958 0.756268 -0.281628 -0.3 -0.3 -0.1 0.11
H -1.767982 -3.867424 -6.216161 0.0 0.0 0.0 0.07
H -0.449079 -4.851143 -5.561144 0.0 0.0 0.0 0.07
H -0.183689 -3.136701 -5.909497 0.0 0.0 0.0 0.07
H -2.095801 -4.230727 -3.774170 0.0 0.1 0.1 0.11
H -1.827369 -2.519673 -4.116407 -0.1 0.0 0.0 0.07
H 0.258257 -4.317571 -3.037037 0.0 0.0 0.1 0.14
H 3.378965 -3.151651 -2.515547 0.1 0.0 0.0 0.07
H 4.609374 -3.083673 -1.247584 0.0 0.0 0.0 0.07
H 4.725532 -1.992408 -2.643941 0.1 0.0 0.0 0.09
H 5.817893 -1.488435 -0.464546 0.0 0.1 0.0 0.11
H 7.052210 0.366908 0.614171 0.0 0.0 0.0 0.11
H 5.826684 2.478857 1.163472 0.0 0.0 0.0 0.11
H 3.411341 2.626983 0.549460 0.0 0.0 0.0 0.12
C 0.441006 1.567196 -0.585828 0.0 0.1 0.2 -0.29
Ge 0.365127 2.735225 -2.159267 0.0 0.4 -0.3 1.03
C -1.503399 2.905196 -2.745992 0.3 -0.1 0.1 -0.26
C -2.518539 2.285362 -2.022849 0.1 0.0 0.0 -0.09
C -3.848444 2.459928 -2.380511 0.0 0.0 0.0 -0.08
C -4.175469 3.251432 -3.471487 0.0 0.0 0.0 -0.09
C -3.171073 3.868661 -4.205272 0.0 0.0 -0.1 -0.10
C -1.844691 3.699190 -3.840016 0.1 0.0 0.0 -0.12
C 0.998274 4.491632 -1.539415 -0.1 -0.3 0.0 -0.26
C 2.056627 5.167738 -2.140487 0.0 -0.1 -0.1 -0.11
C 2.526415 6.362290 -1.610994 0.0 0.1 0.0 -0.10
C 1.940819 6.891905 -0.470339 0.0 0.0 0.0 -0.10
C 0.873483 6.235825 0.128340 0.0 0.0 0.0 -0.08
C 0.401997 5.046343 -0.405391 0.0 0.0 -0.1 -0.10
C 1.541628 2.071161 -3.586206 -0.2 0.2 0.2 -0.28
C 2.917769 2.006412 -3.374117 -0.1 0.0 0.0 -0.12
C 3.766819 1.531802 -4.363358 0.1 0.0 0.0 -0.09
C 3.248161 1.127470 -5.585746 0.0 0.0 0.0 -0.10
C 1.880550 1.194412 -5.810819 0.0 0.0 0.0 -0.09
C 1.034142 1.661913 -4.816035 -0.1 0.0 0.1 -0.13
H 0.661314 0.504270 -0.811204 0.7 1.4 -0.5 -0.06
H -2.266678 1.663349 -1.174005 -0.1 0.0 0.1 0.07
H -4.624450 1.977838 -1.799737 0.0 0.0 0.0 0.09
H -5.212955 3.391489 -3.749644 0.0 0.0 0.0 0.10
H -3.423704 4.484337 -5.060131 0.0 0.0 0.0 0.10
H -1.061032 4.191805 -4.407452 0.0 0.0 0.0 0.10
H 2.519891 4.751915 -3.029322 0.0 0.0 0.0 0.09
H 3.355895 6.874768 -2.083563 0.0 0.0 0.0 0.10
H 2.320174 7.813209 -0.045480 0.0 0.0 0.0 0.10
H 0.415729 6.646326 1.019919 0.0 0.0 0.0 0.10
H -0.422610 4.528244 0.067058 0.0 0.0 0.1 0.09
H 3.328017 2.328317 -2.424972 0.0 0.0 0.0 0.08
H 4.833309 1.473795 -4.179760 0.0 0.0 0.0 0.10
H 3.909530 0.761451 -6.361454 0.0 0.0 0.0 0.10
H 1.472988 0.872385 -6.761417 0.0 0.0 0.0 0.10
H -0.036220 1.697111 -4.987424 0.0 0.0 0.0 0.09
```
Forces are in eV/Å.

Computed properties:
M: 1380.00 g mol⁻¹
Net charge: -1
Energy: -207202.585 eV
HOMO: -3.8271 eV
HOMO-LUMO gap: 0.191 hartree

=====

Here is a structure of composition C36H30BrF3FeN5O2S from OMol25. Energies are from the ωB97M-V functional and the def2-TZVPD basis.

XYZ file:
```
79
Properties=species:S:1:pos:R:3:forces:R:3:mulliken_spin:R:1
Fe 0.061202 0.459774 -0.032652 0.1 -0.6 -1.1 1.10
Br -2.732240 -1.985048 2.570196 -0.7 -1.0 -0.5 0.00
C -1.673703 -0.752512 3.481156 -0.4 -0.2 0.6 0.00
C -1.900672 -0.665976 4.855355 0.8 0.7 -0.4 0.00
C -1.193579 0.345962 5.482097 0.0 0.0 0.1 0.00
C -0.331202 1.149729 4.741827 -0.1 0.1 0.2 0.00
C -0.157007 0.923847 3.389909 -0.3 -0.6 -0.1 -0.01
N -0.849482 -0.048640 2.752696 0.8 0.7 0.4 0.03
C 0.866366 1.755964 2.614565 -0.1 0.2 0.2 0.03
O 1.515103 2.541963 3.293824 0.1 0.0 -0.2 0.00
O 0.966905 1.546827 1.367383 -0.2 -0.3 0.6 0.03
H -2.561691 -1.341196 5.370264 -0.1 0.0 0.0 0.00
H -1.309778 0.504316 6.547287 0.0 0.0 0.0 0.00
H 0.227262 1.960448 5.186630 0.0 0.0 0.0 0.00
C 5.034317 0.821791 4.954746 0.0 0.0 0.0 0.00
C 4.353961 -0.424676 4.366720 0.0 0.0 0.0 0.00
C 2.935079 -0.485751 4.926955 0.0 0.0 0.0 0.00
C 5.115060 -1.684291 4.799049 0.0 0.0 0.0 0.00
C 4.359904 -0.313611 2.843827 0.1 -0.1 0.0 0.00
C 5.598790 -0.170632 2.184144 -0.1 0.0 0.0 0.00
C 5.691648 -0.028998 0.819683 0.0 0.0 0.0 0.00
C 4.509259 -0.013998 0.081763 0.1 0.0 0.1 0.00
S 4.290467 0.177280 -1.626006 0.1 -0.1 -0.1 0.00
C 2.588771 0.036675 -1.394679 -0.2 -0.1 -0.1 0.02
N 2.190504 -0.127525 -0.170240 0.2 0.6 0.0 0.02
C 3.275024 -0.157740 0.706338 -0.3 0.0 0.0 0.01
C 3.204267 -0.328615 2.090363 0.0 0.0 0.0 -0.01
C 1.587899 0.105361 -2.450426 0.1 0.1 0.0 -0.01
C 1.921729 -0.070754 -3.791409 0.1 0.0 0.0 -0.01
C 0.931320 -0.038997 -4.753748 0.0 0.0 0.0 0.01
C -0.383151 0.158663 -4.350567 0.0 0.0 0.0 -0.01
C -0.699576 0.331661 -3.008691 0.2 0.0 0.0 -0.02
C 0.275518 0.315059 -2.005008 -0.3 -0.2 -0.2 -0.08
H 4.952627 0.810803 6.043959 0.0 0.0 0.0 0.00
H 4.552970 1.728763 4.584187 0.0 0.0 0.0 0.00
H 6.094153 0.864843 4.699212 0.0 0.0 0.0 0.00
H 2.981184 -0.555357 6.015870 0.0 0.0 0.0 0.00
H 2.385920 -1.358521 4.563564 0.0 0.0 0.0 0.00
H 2.382170 0.418700 4.671333 0.0 0.0 0.0 0.00
H 5.170998 -1.731680 5.889109 0.0 0.0 0.0 0.00
H 6.134163 -1.697183 4.410111 0.0 0.0 0.0 0.00
H 4.606596 -2.583897 4.445570 0.0 0.0 0.0 0.00
H 6.511936 -0.176861 2.765148 0.0 0.0 0.0 0.00
H 6.655222 0.067191 0.337087 0.0 0.0 0.0 0.00
H 2.232866 -0.457415 2.546002 0.0 0.0 0.0 0.00
H 2.953133 -0.249618 -4.075490 0.0 0.0 0.0 0.00
H 1.176717 -0.163704 -5.800177 0.0 0.0 0.0 0.00
H -1.173347 0.191478 -5.091266 0.0 0.0 0.0 0.00
H -1.734529 0.496455 -2.757983 -0.1 0.1 0.0 0.00
F -0.957904 2.967706 0.488036 0.0 0.1 -0.2 0.00
C -0.457942 2.278386 -0.596897 0.4 0.3 0.7 -0.10
F 0.588321 3.007670 -1.023572 0.0 0.0 -0.2 -0.01
F -1.436541 2.431969 -1.519713 -0.1 0.0 -0.2 -0.01
C -6.215639 -0.322202 -0.133001 0.0 0.0 0.0 0.00
C -4.724763 -0.160705 -0.064801 -0.1 0.0 -0.1 0.00
C -4.123165 0.740154 0.797774 0.0 0.0 0.0 0.00
C -2.747620 0.872021 0.811669 -0.1 0.1 -0.1 0.00
N -1.941962 0.160961 0.017423 -0.1 0.2 0.0 0.01
C -2.516472 -0.727810 -0.800663 -0.1 -0.1 0.1 0.00
C -3.879973 -0.911863 -0.875774 0.0 0.0 0.1 0.00
H -6.711859 0.233005 0.660651 0.0 0.0 0.0 0.00
H -6.495686 -1.372873 -0.049256 0.0 0.0 0.0 0.00
H -6.592170 0.041442 -1.090571 0.0 0.0 0.0 0.00
H -4.718082 1.345028 1.469168 0.0 0.0 0.0 0.00
H -2.271686 1.580131 1.467987 0.0 0.0 0.0 0.00
H -1.850985 -1.315629 -1.411207 -0.1 0.1 0.0 0.00
H -4.279363 -1.649674 -1.560189 0.0 0.0 0.0 0.00
N 0.062955 -5.235307 3.368620 0.0 0.0 0.0 0.00
C 0.073110 -4.717843 2.343735 0.0 0.1 -0.2 0.00
C 0.095626 -4.062527 1.061560 0.1 -0.1 0.1 0.00
C 0.131908 -4.784308 -0.123600 0.0 -0.1 0.0 0.00
C 0.178048 -4.082256 -1.314008 0.0 0.1 0.0 0.00
C 0.174562 -2.696729 -1.277178 0.1 -0.1 0.1 0.00
N 0.121461 -1.998627 -0.138330 -0.1 0.1 0.2 0.00
C 0.092296 -2.672923 1.003677 0.2 0.1 0.1 0.00
H 0.125883 -5.865824 -0.105359 0.0 0.0 0.0 0.00
H 0.219616 -4.595176 -2.264370 0.0 0.0 0.0 0.00
H 0.214792 -2.119312 -2.192371 0.0 0.0 0.0 0.00
H 0.077300 -2.091778 1.916041 0.0 0.0 -0.1 0.01
```
Forces are in eV/Å.

Computed properties:
M: 789.48 g mol⁻¹
⟨S²⟩: 0.8250
Multiplicity: 2
Energy: -172782.721 eV
HOMO (spin up / spin down): -8.3223 / -8.3308 eV
HOMO-LUMO gap (spin up / spin down): 0.294 / 0.294 hartree